1.
This record from the OMol25 dataset describes a molecular structure, C47H108IN6O10S. The level of theory is ωB97M-V/def2-TZVPD.

Summary:
- HOMO level: -5.227 eV
- Orbital gap: 6.76 eV
- Molar mass: 1076.38 g/mol
- Total charge: -1
- Maximum force: 2.5 eV/Å

The geometry in XYZ format:
```
173
Properties=species:S:1:pos:R:3:lowdin_charge:R:1
C -2.411 11.571 6.216 -0.1171
C -3.046 11.059 4.922 -0.2760
C -2.090 10.168 4.133 -0.2310
C -2.767 9.458 2.941 -0.2142
C -2.703 7.937 3.063 -0.2082
C -3.275 7.220 1.829 -0.2013
C -4.748 6.795 1.988 -0.2109
C -5.078 5.568 1.149 -0.2284
C -4.652 4.247 1.791 -0.2092
C -4.753 3.078 0.788 -0.2019
C -5.266 1.760 1.402 -0.2131
C -4.115 0.836 1.782 -0.2267
C -4.484 -0.336 2.690 -0.2047
C -3.241 -0.968 3.369 -0.1992
C -3.056 -2.436 2.974 -0.2181
C -2.570 -2.635 1.536 -0.2028
C -1.140 -2.193 1.258 -0.2112
C -0.079 -2.829 2.158 -0.1951
C 0.063 -4.358 2.090 -0.1710
C 1.189 -4.940 1.220 -0.1319
C 1.086 -5.003 -0.321 -0.4124
C 2.021 -6.216 -0.673 -0.2309
S 2.690 -6.310 -2.299 0.6666
O 3.758 -5.360 -2.486 -0.3749
O 3.029 -7.701 -2.541 -0.3802
C -0.339 -5.425 -0.843 -0.7998
O -0.319 -6.325 -1.703 -0.0778
O -1.293 -4.811 -0.429 -0.0118
N 1.642 -3.847 -1.090 -0.4349
I 0.467 -3.179 -2.652 1.0980
C 2.158 -2.687 -0.357 -0.3050
C 3.061 -1.819 -1.260 -0.2064
C 4.297 -1.337 -0.524 -0.2583
O 3.957 -0.319 0.397 -0.1827
C 5.097 0.326 0.905 -0.1282
H -1.689 12.357 5.994 0.0654
H -1.856 10.759 6.685 0.0668
H -3.146 11.942 6.926 0.0628
H -3.935 10.473 5.167 0.1045
H -3.357 11.902 4.303 0.1007
H -1.680 9.416 4.809 0.1046
H -1.254 10.762 3.771 0.0762
H -2.257 9.764 2.028 0.0946
H -3.807 9.787 2.895 0.1083
H -1.654 7.665 3.183 0.1098
H -3.262 7.646 3.953 0.1075
H -2.676 6.366 1.519 0.0980
H -3.258 7.937 1.006 0.0992
H -4.992 6.635 3.039 0.1052
H -5.373 7.623 1.646 0.1053
H -4.587 5.630 0.175 0.1081
H -6.153 5.508 0.963 0.1110
H -3.618 4.341 2.128 0.1056
H -5.257 4.040 2.675 0.1062
H -3.737 2.880 0.441 0.1002
H -5.346 3.373 -0.075 0.1021
H -5.880 1.972 2.278 0.1000
H -5.918 1.271 0.676 0.1082
H -3.357 1.439 2.292 0.1119
H -3.658 0.447 0.871 0.1157
H -5.216 -0.032 3.438 0.1030
H -4.945 -1.109 2.074 0.1038
H -3.398 -0.936 4.447 0.1002
H -2.358 -0.394 3.099 0.0937
H -2.419 -2.965 3.685 0.0987
H -4.031 -2.925 3.057 0.1058
H -3.222 -2.036 0.891 0.1041
H -2.734 -3.668 1.241 0.0966
H -1.087 -1.110 1.425 0.1017
H -0.895 -2.374 0.214 0.0690
H 0.882 -2.337 2.018 0.0935
H -0.361 -2.587 3.187 0.0932
H 0.326 -4.668 3.108 0.1026
H -0.886 -4.842 1.887 0.1001
H 1.257 -5.988 1.521 0.1007
H 2.122 -4.495 1.569 0.1024
H 1.539 -7.152 -0.426 0.1057
H 2.920 -6.127 -0.051 0.0972
H 1.631 -6.020 -3.082 0.0478
H 1.337 -2.059 -0.010 0.0834
H 2.785 -3.011 0.467 0.1071
H 3.425 -2.422 -2.090 0.0953
H 2.532 -0.935 -1.604 0.0947
H 4.810 -2.170 -0.027 0.1247
H 5.008 -0.931 -1.258 0.1188
H 4.807 0.935 1.755 0.0828
H 5.542 0.972 0.140 0.0843
H 5.859 -0.396 1.213 0.0835
C 1.180 5.592 -2.509 -0.0726
C 0.221 4.571 -1.905 -0.4309
C -1.251 4.818 -2.262 -0.2038
O -1.860 5.876 -1.544 -0.2024
C -1.631 7.173 -2.055 -0.1101
N 0.444 4.509 -0.459 0.0435
H 1.146 6.543 -1.977 0.0614
H 2.204 5.224 -2.445 0.0750
H 0.952 5.777 -3.561 0.0763
H 0.481 3.593 -2.320 0.1374
H -1.820 3.924 -1.995 0.1211
H -1.377 4.971 -3.342 0.1196
H -1.576 7.180 -3.148 0.0894
H -0.715 7.604 -1.641 0.0739
H -2.465 7.803 -1.744 0.0813
H -0.102 3.749 -0.063 0.0729
H 0.047 5.349 -0.047 0.0637
C -0.937 13.053 1.220 -0.0618
C 0.393 12.674 1.865 -0.4298
C 1.619 13.258 1.150 -0.2108
O 1.968 12.605 -0.053 -0.1873
C 1.252 13.015 -1.202 -0.1071
N 0.454 11.215 1.986 0.0469
H -1.120 12.486 0.308 0.0666
H -1.758 12.836 1.904 0.0681
H -0.971 14.117 0.977 0.0784
H 0.396 13.089 2.878 0.1348
H 2.485 13.137 1.806 0.1217
H 1.494 14.335 0.974 0.1191
H 1.018 14.083 -1.166 0.0892
H 0.327 12.446 -1.327 0.0750
H 1.886 12.824 -2.067 0.0869
H 1.284 10.954 2.512 0.0827
H 0.620 10.834 1.058 0.0766
C 4.099 -10.316 -3.817 -0.0727
C 5.397 -11.115 -3.773 -0.4286
C 6.111 -11.209 -5.127 -0.2133
O 5.535 -12.122 -6.045 -0.1956
C 4.438 -11.621 -6.783 -0.1121
N 5.138 -12.440 -3.194 0.0341
H 3.290 -10.886 -4.278 0.0683
H 3.778 -10.052 -2.815 0.0625
H 4.224 -9.386 -4.370 0.0765
H 6.080 -10.591 -3.098 0.1352
H 7.127 -11.579 -4.956 0.1169
H 6.201 -10.217 -5.588 0.1185
H 4.561 -10.559 -7.011 0.0899
H 3.493 -11.767 -6.256 0.0748
H 4.394 -12.178 -7.720 0.0824
H 6.019 -12.930 -3.068 0.0642
H 4.641 -12.989 -3.891 0.0642
C -4.613 -5.250 -6.545 -0.0754
C -3.613 -4.128 -6.801 -0.4390
C -2.159 -4.510 -6.487 -0.2248
O -1.841 -4.531 -5.118 -0.2315
C -2.167 -5.723 -4.411 -0.0844
N -4.043 -2.933 -6.070 0.0347
H -4.806 -5.383 -5.482 0.0649
H -5.566 -5.017 -7.022 0.0697
H -4.254 -6.199 -6.949 0.0755
H -3.649 -3.892 -7.870 0.1288
H -1.509 -3.745 -6.925 0.1187
H -1.894 -5.467 -6.958 0.1180
H -2.040 -6.605 -5.048 0.0910
H -3.190 -5.691 -4.027 0.0800
H -1.495 -5.797 -3.555 0.0513
H -3.440 -2.154 -6.319 0.0666
H -3.850 -3.091 -5.084 0.0718
C 2.604 -8.527 3.296 -0.0619
C 3.632 -7.402 3.234 -0.4308
C 5.074 -7.860 3.485 -0.2045
O 5.389 -8.121 4.841 -0.1921
C 5.023 -9.403 5.310 -0.1138
N 3.226 -6.335 4.157 0.0479
H 2.396 -8.830 4.323 0.0639
H 1.662 -8.194 2.860 0.0716
H 2.942 -9.403 2.739 0.0811
H 3.604 -6.995 2.219 0.1213
H 5.745 -7.051 3.184 0.1220
H 5.322 -8.731 2.865 0.1208
H 5.131 -10.160 4.527 0.0895
H 3.998 -9.419 5.689 0.0740
H 5.693 -9.653 6.133 0.0836
H 3.847 -5.540 4.038 0.0736
H 3.413 -6.662 5.101 0.0665
```


2.
This record from the OMol25 dataset describes 9 unconnected molecules or ions with the total composition C47H108N4O9. The level of theory is ωB97M-V/def2-TZVPD.

Summary:
- HOMO level: -8.216 eV
- Orbital gap: 8.61 eV
- Molar mass: 873.40 g/mol
- Total charge: 0
- SMILES string: CC1(C)CCCC(C)(C)N1O.CC1(C)CCCC(C)(C)N1O.CC1(C)CCCC(C)(C)N1O.CC1(C)CCCC(C)(C)N1O.CC(C)O.CCO.CCO.CCO.CCO
- Maximum force: 3.8 eV/Å

The geometry in XYZ format:
```
168
Properties=species:S:1:pos:R:3:lowdin_charge:R:1
C 1.757 -4.741 -1.826 -0.0052
C 1.903 -4.113 -0.416 -0.5025
C 1.296 -2.758 -0.384 -0.0408
C 1.121 -4.971 0.666 -0.1150
C 1.836 -6.306 1.026 -0.1238
C 3.361 -5.952 1.459 -0.1006
C 4.094 -5.201 0.355 -0.5169
C 5.397 -4.709 1.035 -0.0213
C 4.469 -6.047 -0.846 -0.0354
N 3.267 -3.983 0.091 -0.1032
O 4.073 -3.185 -0.771 -0.0325
H 0.754 -5.065 -1.987 0.0735
H 2.099 -4.209 -2.694 0.0845
H 2.277 -5.664 -1.900 0.0414
H 0.332 -2.770 -0.897 0.0588
H 1.073 -2.435 0.614 0.0742
H 1.859 -2.041 -1.008 0.1048
H 1.057 -4.354 1.564 0.1097
H 0.103 -5.207 0.262 0.1221
H 1.240 -6.743 1.868 0.1152
H 1.758 -6.923 0.126 0.0945
H 3.913 -6.911 1.650 0.1315
H 3.376 -5.385 2.351 0.0966
H 6.039 -4.183 0.306 0.0968
H 5.911 -5.550 1.426 0.0749
H 5.114 -4.041 1.794 0.0588
H 5.216 -6.772 -0.520 0.0871
H 4.919 -5.480 -1.679 0.0983
H 3.671 -6.719 -1.183 0.0688
H 3.684 -3.287 -1.656 0.0904
C -1.511 -1.748 -2.762 -0.0173
C -2.815 -2.229 -2.049 -0.4858
C -4.063 -1.838 -2.910 -0.0147
C -2.710 -3.771 -2.004 -0.1369
C -3.711 -4.425 -1.006 -0.1542
C -3.465 -3.720 0.390 -0.1330
C -3.552 -2.222 0.390 -0.4639
C -5.042 -1.792 0.241 -0.0039
C -2.848 -1.556 1.626 -0.0022
N -2.750 -1.605 -0.739 -0.0952
O -3.023 -0.221 -0.870 -0.0901
H -0.743 -1.854 -2.063 0.0289
H -1.398 -2.305 -3.709 0.1000
H -1.614 -0.694 -2.964 0.0589
H -4.373 -0.846 -2.632 0.0517
H -3.825 -1.905 -3.983 0.0889
H -4.963 -2.438 -2.720 0.0704
H -2.921 -4.308 -2.930 0.1170
H -1.710 -4.159 -1.707 0.1047
H -4.750 -4.338 -1.322 0.0909
H -3.480 -5.498 -0.950 0.1063
H -2.477 -4.047 0.722 0.1022
H -4.149 -4.113 1.171 0.1294
H -5.488 -1.901 1.209 0.0740
H -5.502 -2.426 -0.513 0.0698
H -5.103 -0.756 -0.023 0.0630
H -3.516 -1.609 2.463 0.0719
H -2.739 -0.543 1.364 0.0328
H -1.853 -2.015 1.819 0.0920
H -2.117 0.219 -0.884 0.0943
C 3.970 -2.068 6.217 -0.0418
C 2.675 -1.386 6.474 -0.5371
C 1.792 -2.248 7.400 -0.0229
C 2.939 -0.036 7.098 -0.1288
C 1.591 0.756 7.228 -0.1662
C 0.945 1.050 5.895 -0.1502
C 0.722 -0.266 5.127 -0.4852
C -0.612 -0.887 5.629 -0.0295
C 0.613 0.106 3.608 -0.0320
N 1.898 -1.144 5.207 -0.0664
O 1.446 -2.424 4.754 -0.0391
H 4.713 -1.307 5.841 0.0873
H 4.270 -2.418 7.196 0.0830
H 3.930 -2.944 5.498 0.1082
H 0.749 -2.213 7.109 0.0550
H 2.109 -3.279 7.345 0.0817
H 1.735 -1.879 8.413 0.0807
H 3.306 -0.093 8.112 0.1147
H 3.711 0.443 6.467 0.1192
H 0.946 0.069 7.797 0.0952
H 1.751 1.661 7.840 0.1157
H 1.569 1.726 5.351 0.1018
H 0.016 1.642 6.046 0.1305
H -1.457 -0.370 5.125 0.0885
H -0.668 -0.847 6.720 0.0720
H -0.731 -1.896 5.317 0.0620
H 0.349 -0.745 3.033 0.0509
H 1.606 0.504 3.326 0.0820
H -0.181 0.844 3.433 0.0789
H 2.001 -2.510 3.985 0.0536
C 1.270 3.437 -7.322 -0.0266
C -0.211 3.479 -6.799 -0.4953
C -1.033 3.900 -8.074 -0.0229
C -0.753 2.137 -6.263 -0.1397
C -0.236 1.747 -4.915 -0.1617
C -0.499 2.878 -3.905 -0.1203
C 0.133 4.167 -4.358 -0.4855
C -0.322 5.377 -3.481 -0.0098
C 1.653 4.160 -4.285 -0.0273
N -0.404 4.404 -5.727 -0.1150
O -0.048 5.672 -6.152 -0.0187
H 1.591 4.388 -7.687 0.0639
H 1.967 3.200 -6.545 0.0428
H 1.492 2.629 -8.100 0.1147
H -0.744 4.906 -8.402 0.0776
H -0.895 3.105 -8.827 0.0903
H -2.089 4.048 -7.832 0.0793
H -1.861 2.213 -6.234 0.1145
H -0.670 1.350 -6.990 0.1135
H -0.792 0.890 -4.496 0.1034
H 0.786 1.391 -4.965 0.1076
H -0.379 2.590 -2.849 0.1039
H -1.580 3.047 -3.894 0.0981
H -1.326 5.699 -3.603 0.0715
H 0.384 6.153 -3.748 0.0756
H -0.133 5.170 -2.390 0.0806
H 2.137 3.192 -4.387 0.0822
H 2.029 4.571 -3.356 0.0845
H 2.030 4.836 -5.026 0.0675
H 0.910 5.647 -6.297 0.0794
C -1.246 5.175 1.462 -0.0576
C 0.126 5.841 1.301 -0.5255
C 0.239 6.943 0.309 -0.0533
O 0.565 6.352 2.529 -0.0472
H -1.808 5.054 0.547 0.0694
H -1.834 5.789 2.151 0.0912
H -1.035 4.223 1.970 0.0689
H 0.883 5.099 0.965 0.1328
H -0.183 6.598 -0.645 0.0644
H 1.279 7.215 0.124 0.0877
H -0.311 7.836 0.561 0.0828
H 0.600 5.672 3.226 0.1031
C 4.724 -0.330 2.983 -0.0634
C 3.950 -0.905 1.703 -0.2359
O 3.040 -1.921 2.240 -0.1355
H 5.327 -1.191 3.267 0.0568
H 3.937 -0.145 3.703 0.0355
H 5.465 0.473 2.799 0.0745
H 4.675 -1.374 1.003 0.1064
H 3.420 -0.105 1.225 0.0669
H 3.086 -2.682 1.622 0.0390
C 0.914 1.129 0.167 -0.0431
C -0.035 2.332 -0.156 -0.2786
O -1.265 1.819 -0.649 -0.1301
H 0.349 0.399 0.805 0.0733
H 1.776 1.395 0.788 0.0637
H 1.100 0.648 -0.786 0.0654
H 0.391 3.081 -0.810 0.0875
H -0.291 2.925 0.740 0.0788
H -2.061 2.398 -0.492 0.0864
C -4.076 1.930 2.818 -0.0778
C -4.221 2.006 1.308 -0.2812
O -3.377 3.055 0.779 -0.1460
H -4.576 2.795 3.288 0.0751
H -3.007 1.853 3.134 0.0845
H -4.658 1.075 3.200 0.0753
H -5.232 2.162 0.874 0.1264
H -3.798 1.118 0.799 0.0759
H -3.658 3.932 1.148 0.1019
C -4.346 2.254 -3.947 -0.0738
C -4.357 3.715 -3.543 -0.3323
O -4.129 4.580 -4.631 -0.0777
H -5.271 1.974 -4.416 0.0683
H -4.172 1.540 -3.161 0.0546
H -3.619 2.079 -4.740 0.0567
H -3.623 3.893 -2.731 0.0990
H -5.310 3.970 -3.044 0.1168
H -3.217 4.467 -4.951 0.0661
```